Record 1
96
Properties=species:S:1:pos:R:3 method="wB97M-V/def2-TZVPD" homo_energy_ev=-4.824 charge=-1 total_energy_ev=-264183.74327 fmax_ev_per_a=1.2 homo_lumo_gap_ev=6.45
C -2.22657 3.89176 -2.99131
O -2.19616 2.50160 -3.23986
C -1.81059 1.70576 -2.12112
C -0.29886 1.48694 -2.00167
C 0.13696 1.19954 -0.55023
In -0.32970 -0.89206 0.01436
C -2.52781 -1.24971 0.19053
C -3.45394 -0.08255 0.62786
C -2.76909 0.83685 1.63948
Br -4.04282 1.78878 2.81661
C 0.89848 -1.46032 1.85841
Br 2.55680 -0.36315 1.74303
C 0.38294 -1.21998 3.28394
C 1.29564 -1.65118 4.45579
Br -1.33057 -2.19834 3.47565
H -3.21073 4.19161 -2.57653
H -2.06189 4.40631 -3.94627
H -1.43180 4.22098 -2.29473
H -2.21186 2.17588 -1.20254
H -2.33029 0.73726 -2.24854
H -0.03984 0.61439 -2.63523
H 0.22105 2.35693 -2.44659
H 1.23183 1.31440 -0.46322
H -0.31428 1.94701 0.12475
H 0.29883 -1.90332 -1.31331
H -2.72864 -2.12106 0.83422
H -2.80946 -1.54694 -0.83884
H -4.38858 -0.46198 1.08700
H -3.77075 0.51305 -0.24715
H -2.13335 0.27697 2.33577
H -2.21009 1.65957 1.18161
H 1.27594 -2.49589 1.80168
H 0.08056 -0.16373 3.39674
H 1.19041 -0.96370 5.30825
H 1.03032 -2.66322 4.80992
H 2.34131 -1.67314 4.11991
C 0.15608 7.08985 -5.37586
C -0.04132 6.67436 -3.98651
N -0.07155 6.35026 -2.87532
H -0.50556 7.92391 -5.60542
H 1.18998 7.41340 -5.48570
H -0.05019 6.27717 -6.07757
C 3.74552 7.45775 -2.52676
C 3.59479 7.62775 -3.96650
N 3.48055 7.73837 -5.10920
H 2.92288 7.95196 -2.01265
H 3.72525 6.39689 -2.27750
H 4.69320 7.88227 -2.19929
C 4.05785 -3.55605 6.83347
C 3.16856 -4.30479 5.95390
N 2.45723 -4.87871 5.24961
H 5.04087 -3.46127 6.37546
H 3.64991 -2.56286 7.01608
H 4.14112 -4.09263 7.77715
C -7.63312 2.96404 1.71170
C -7.07287 2.26414 0.56240
N -6.61567 1.71038 -0.34034
H -8.58677 3.41815 1.44660
H -7.78064 2.26222 2.53126
H -6.93949 3.73790 2.03772
C 2.00099 -8.03794 4.06303
C 1.10488 -8.79629 3.19686
N 0.40984 -9.42657 2.52507
H 2.96685 -7.91104 3.57658
H 1.59504 -7.05209 4.28464
H 2.14062 -8.58652 4.99431
C 2.19433 -1.90396 -3.92902
C 2.49809 -0.59501 -3.36637
N 2.76206 0.41219 -2.87053
H 1.30430 -2.29517 -3.43272
H 2.01335 -1.82223 -4.99995
H 3.02654 -2.58308 -3.75065
C 2.88380 -7.36450 8.89083
C 3.75705 -6.34137 9.45598
N 4.44823 -5.53208 9.90289
H 2.17643 -7.70502 9.64514
H 2.33321 -6.95103 8.04590
H 3.47865 -8.21024 8.54955
C -3.23205 3.01455 -6.93643
C -2.39355 4.18692 -7.15665
N -1.69491 5.08575 -7.35744
H -3.16738 2.35614 -7.80224
H -2.88959 2.47470 -6.04894
H -4.26753 3.32278 -6.79605
C 5.41032 1.90449 -4.06154
C 6.40943 2.84002 -3.55728
N 7.20709 3.57667 -3.16400
H 4.69501 1.63518 -3.28630
H 4.86967 2.35949 -4.89004
H 5.90698 1.00018 -4.41224
C -4.51416 -4.57741 0.02910
C -3.33739 -4.43379 -0.81959
N -2.40691 -4.32023 -1.49077
H -4.21914 -4.96022 1.00520
H -4.98607 -3.60397 0.16059
H -5.22392 -5.26609 -0.42689

Record 2
23
Properties=species:S:1:pos:R:3 method="wB97M-V/def2-TZVPD" homo_energy_ev="-4.544 / -4.596" charge=-1 total_energy_ev=-112430.69963 fmax_ev_per_a=2.6 homo_lumo_gap_ev="7.15 / 7.70" spin_multiplicity=7
C 1.27748 -0.01402 2.25247
C 1.58676 1.18734 1.54045
C 2.30896 0.82810 0.37011
H 1.23630 2.18357 1.78828
C 2.43562 -0.58456 0.33034
C 1.79851 -1.11568 1.50550
H 1.55385 -2.16695 1.66933
H 0.59511 -0.08209 3.09574
H 2.65478 1.51809 -0.39109
H 2.80307 -1.16446 -0.50862
Eu -0.33919 -0.40561 0.24594
Cl -2.15840 0.38733 1.90623
C -1.74035 0.51294 -1.80930
C -0.58271 0.01106 -2.49478
C 0.47014 0.95004 -2.30901
H -0.47204 -0.98533 -2.89941
C -0.02671 2.02753 -1.51460
C -1.38615 1.76175 -1.20022
H -1.97970 2.31274 -0.48934
H -2.62042 -0.07707 -1.55934
H 1.48956 0.83321 -2.65344
H 0.54487 2.87406 -1.15689
Br -1.09391 -2.89475 -0.21132

Record 3
19
Properties=species:S:1:pos:R:3 method="wB97M-V/def2-TZVPD" homo_energy_ev=-9.533 total_energy_ev=-8461.57292 fmax_ev_per_a=2.6 homo_lumo_gap_ev=10.60 relative_energy_ev=2.7810
C -0.31613 1.59243 1.59678
C -1.31268 0.87569 0.33596
C -0.70450 -0.55281 0.24588
C -0.50578 -1.12708 -1.15395
C 1.01360 -0.98248 -1.42024
C 1.59158 -0.28468 -0.19646
O 0.82828 -0.81218 0.85781
H -0.08139 0.69804 2.18525
H 0.67368 2.13255 1.58381
H -0.99791 2.25882 2.11341
H -2.30631 0.90204 0.82982
H -1.58942 1.28079 -0.68927
H -1.17612 -1.16863 0.98822
H -0.80515 -2.17791 -1.15093
H -1.07563 -0.63920 -1.95668
H 1.23147 -0.42349 -2.32863
H 1.44661 -1.98288 -1.50498
H 2.69204 -0.38414 -0.16610
H 1.39376 0.79512 -0.16970

Record 4
8
Properties=species:S:1:pos:R:3 method="wB97M-V/def2-TZVPD" homo_energy_ev=-10.611 total_energy_ev=-7703.58479 fmax_ev_per_a=3.1 homo_lumo_gap_ev=11.29 relative_energy_ev=4.2582
N -0.59041 -0.23997 -2.67252
C -0.29415 -0.25894 -1.58823
C 0.15489 -0.43858 -0.23199
O 0.13278 0.82303 0.43745
O -0.02233 0.52618 1.86137
H -0.44008 -0.99110 0.45304
H 1.15556 -0.81040 -0.48440
H -0.09625 1.38977 2.22527

Record 5
13
Properties=species:S:1:pos:R:3 method="wB97M-V/def2-TZVPD" homo_energy_ev=-9.661 total_energy_ev=-21778.50863 fmax_ev_per_a=1.8 homo_lumo_gap_ev=9.18 relative_energy_ev=0.9287
H 1.91221 2.12718 -0.13404
N 1.00973 1.66874 -0.03908
C 1.16541 0.40415 0.06568
N 2.29720 -0.34599 0.18029
C -0.05333 -0.48493 0.00055
O 0.05840 -1.70990 -0.05381
C -1.33943 0.22463 -0.05910
C -2.48702 -0.47736 -0.06273
Cl -4.05250 0.22158 0.09514
H 2.23987 -1.39225 0.22282
H 3.19574 0.05544 -0.01351
H -1.39321 1.29923 -0.08263
H -2.55307 -1.59052 -0.11958

Record 6
83
Properties=species:S:1:pos:R:3 method="wB97M-V/def2-TZVPD" homo_energy_ev=-12.132 charge=+1 total_energy_ev=-121461.00774 fmax_ev_per_a=4.2 homo_lumo_gap_ev=7.57
C 3.79411 -4.57392 1.01726
C 2.39596 -5.29427 1.01796
O 2.13569 -6.20051 0.29191
O 1.43171 -4.76196 1.93273
C 0.57770 -3.85037 1.22974
O -0.24558 -4.54490 0.26142
C -1.16123 -3.66387 -0.31979
O -2.11842 -4.18023 -0.82021
C -1.04059 -2.10951 -0.27089
C -0.25392 -1.44681 -1.36059
C 0.47592 -2.24646 -2.50126
Cl 1.70954 -3.42435 -1.83045
C -0.54512 -2.95076 -3.53781
C -1.99996 -2.37999 -3.47516
Cl -0.49168 -4.78128 -3.43664
C -0.22592 0.02984 -1.28709
C 0.54581 0.76451 -2.45035
C 2.07655 1.00714 -2.10937
O 2.68742 1.74406 -2.84172
C 2.78288 0.37777 -0.86575
C 2.39237 0.71493 0.50826
C 3.06764 0.10100 1.68176
C 4.15694 -0.84702 1.37921
C 4.53759 -1.16938 0.00534
C 3.85417 -0.58454 -1.14837
N -0.85125 0.73834 -0.26737
C -0.76300 2.23453 -0.22281
C -2.02061 2.79730 -0.98065
C -2.07673 4.36458 -1.10613
C -0.69960 5.05390 -1.43541
C -3.03401 4.67044 -2.35701
C -1.57976 0.10417 0.72999
C -2.30790 0.98378 1.81145
C -1.49486 1.31873 2.96550
C -2.16921 2.12603 4.01789
C -3.55350 2.46271 3.65823
C -4.22222 2.07739 2.42415
N -3.58030 1.30901 1.50027
C -1.69914 -1.36670 0.80283
C -2.49995 -1.98184 1.98193
F -2.07322 -1.52730 3.22760
F -2.43690 -3.35377 2.08385
C -4.07602 -1.64483 1.77339
F -4.78484 -2.82358 1.73107
F -4.47455 -1.02381 2.96251
H 3.92793 -4.10586 2.02548
H 4.62941 -5.29580 0.82264
H 3.74088 -3.80442 0.20024
H 1.25398 -3.07691 0.77025
H -0.03112 -3.31663 2.01019
H 1.10380 -1.57814 -3.15091
H -0.17198 -2.73446 -4.57907
H -1.96610 -1.27150 -3.71550
H -2.50289 -2.46558 -2.48199
H -2.68583 -2.82999 -4.23933
H 0.09872 1.78910 -2.57954
H 0.39297 0.24473 -3.43198
H 1.57198 1.43803 0.73828
H 2.74913 0.33944 2.72245
H 4.67201 -1.31596 2.24613
H 5.34893 -1.90163 -0.20266
H 4.09728 -0.82486 -2.21216
H 0.13827 2.61262 -0.78354
H -0.62443 2.62454 0.81695
H -1.95981 2.39735 -2.03987
H -3.00757 2.45097 -0.58370
H -2.55144 4.87915 -0.22140
H -0.10240 4.36469 -2.10963
H -0.79211 6.01764 -1.99886
H -0.05447 5.22214 -0.52270
H -2.60723 4.04833 -3.20165
H -4.09573 4.37890 -2.17008
H -2.90830 5.73535 -2.69008
H -0.44403 0.96382 3.08451
H -1.67450 2.43880 4.96003
H -4.14526 3.06578 4.39425
H -5.27061 2.39386 2.19707
H -4.24397 -0.99357 0.88196
C 5.60773 3.28389 1.77576
Cl 5.15204 2.21592 3.10053
Cl 7.15831 2.80081 1.08492
Cl 4.34867 3.26804 0.54871
H 5.70567 4.29330 2.16294

Record 7
17
Properties=species:S:1:pos:R:3 method="wB97M-V/def2-TZVPD" homo_energy_ev="-12.237 / -12.237" charge=+1 total_energy_ev=-21282.26724 fmax_ev_per_a=3.6 homo_lumo_gap_ev="6.65 / 6.66" relative_energy_ev=0.0000
C 1.43924 -0.56622 1.52546
C 1.16355 0.61704 0.69783
C 0.01329 1.70413 -1.17486
C 0.50764 -1.48083 1.67653
C -0.82602 1.72600 -2.18124
C 0.17960 0.59110 -0.24753
C -0.83341 -0.38493 -0.14736
C -0.63076 -1.54078 0.75058
O -1.81453 -0.46113 -1.05056
S -2.21750 0.59977 -2.22066
H 2.32438 -0.68261 2.17448
H 1.91571 1.43487 0.80801
H 0.71779 2.56174 -1.19545
H 0.64113 -2.29227 2.27792
H -1.00099 2.46202 -2.94753
H -0.06329 -2.25451 0.13615
H -1.51583 -2.03340 1.11822

Record 8
60
Properties=species:S:1:pos:R:3 method="wB97M-V/def2-TZVPD" homo_energy_ev=-9.489 total_energy_ev=-37593.39142 fmax_ev_per_a=2.7 homo_lumo_gap_ev=9.60 relative_energy_ev=1.8245
O -1.73332 -1.79195 -0.10838
C -2.33347 -1.29440 -1.31406
C -3.83958 -1.04928 -1.14180
O -4.65634 -2.20337 -1.15573
H -2.09459 -2.67651 -0.01546
H -1.79270 -0.41304 -1.65887
H -2.19568 -1.98655 -2.14476
H -4.21571 -0.40273 -1.93464
H -3.99062 -0.56451 -0.17728
H -5.03959 -2.21508 -0.27562
O -0.31556 1.40629 -0.55575
C 0.99561 1.39806 -0.92024
C 1.26711 0.26125 -1.92829
O 1.04836 -1.01928 -1.22536
H -0.45107 2.25886 -0.13581
H 1.30481 2.37161 -1.30064
H 1.53830 1.31977 0.02181
H 2.28598 0.47688 -2.25002
H 0.52519 0.28537 -2.72647
H 0.14897 -0.96113 -0.89474
O -1.68098 3.63066 -0.25378
C -2.15200 4.31099 -1.40690
C -1.36753 4.01975 -2.69931
O -1.58340 2.70330 -3.18739
H -1.38492 4.28176 0.38655
H -3.20500 4.07818 -1.56539
H -2.15051 5.35116 -1.08110
H -0.28454 4.07952 -2.59129
H -1.61627 4.79360 -3.42552
H -1.23974 2.09589 -2.52819
O 0.40479 1.55476 3.97932
C -0.76204 2.03116 3.37101
C -1.10448 3.49307 3.68811
O -2.46871 3.87788 3.45254
H 0.55197 0.68797 3.59382
H -0.65758 1.93007 2.29074
H -1.59701 1.42411 3.72091
H -0.41006 4.09806 3.10514
H -0.79907 3.64418 4.72348
H -2.35816 4.78413 3.15576
O 2.10849 -3.20536 -2.57171
C 3.41069 -3.15972 -2.05431
C 4.23074 -4.43429 -2.16057
O 5.63986 -4.10879 -1.95283
H 1.71647 -2.41662 -2.18987
H 3.99872 -2.35607 -2.49757
H 3.24514 -2.91794 -1.00444
H 4.05948 -4.95823 -3.10093
H 3.85457 -5.03094 -1.32955
H 6.11031 -4.94366 -2.00993
O 0.57187 -1.18293 3.70077
C 0.31958 -1.82186 2.44990
C 1.73638 -2.40809 2.02301
O 1.95813 -3.67219 2.57667
H 0.47503 -1.90153 4.32993
H -0.38883 -2.64484 2.54460
H -0.04307 -1.09377 1.72431
H 2.53043 -1.67553 2.16778
H 1.78395 -2.58245 0.94810
H 2.09121 -3.55565 3.52023